No. 1
Below is C9H14N2S in the gas phase, with properties calculated with ωB97M-V/def2-TZVPD.

Properties
**LUMO**: 0.0310 Eh
**Frontier orbital gap**: 0.32671 Eh
**Strongest force on any atom**: 5.05 eV Å⁻¹
**SMILES**: c1csc(CN2CCNCC2)c1
**Energy relative to the best compared isomer or geometry (same formula, charge and spin)**: 4.023 eV
**E**: -858.90658 hartree

CARTESIAN COORDINATES (ANGSTROEM)
C -0.1661 -0.7658 -0.7446
C -1.1412 1.1643 0.5629
C -2.0574 0.2698 1.4876
C -3.3016 -0.7289 -0.3383
C -2.3411 -0.0436 -1.3105
C 1.1976 -0.2327 -0.1780
C 1.6534 1.0234 -0.5513
C 3.0241 1.3405 -0.1878
C 3.7170 0.0620 0.1917
H -0.4787 -1.7104 -0.1891
H 0.0237 -0.9015 -1.9554
H -0.2812 1.5324 1.0626
H -1.8563 1.9895 0.1593
H -2.2030 0.5818 2.5582
H -1.7522 -0.8099 1.7419
H -3.8760 0.8497 0.7853
H -4.3105 -0.4950 -0.8217
H -2.9256 -1.7761 -0.2794
H -2.8044 0.8814 -1.6576
H -2.1589 -0.6593 -2.1785
H 1.0871 1.8876 -1.0076
H 3.5091 2.3917 -0.2996
H 4.6652 0.0367 0.6870
N -0.9908 0.4001 -0.7592
N -3.3116 -0.0359 0.9412
S 2.4982 -1.1801 0.4082

natural (NBO) charges, unit e, in atom order: atom 1 (C): -0.2440, atom 2 (C): -0.2473, atom 3 (C): -0.2606, atom 4 (C): -0.2432, atom 5 (C): -0.2360, atom 6 (C): -0.2560, atom 7 (C): -0.2782, atom 8 (C): -0.2404, atom 9 (C): -0.4455, atom 10 (H): 0.1893, atom 11 (H): 0.2190, atom 12 (H): 0.2288, atom 13 (H): 0.1930, atom 14 (H): 0.2097, atom 15 (H): 0.1959, atom 16 (H): 0.3389, atom 17 (H): 0.2118, atom 18 (H): 0.1907, atom 19 (H): 0.1833, atom 20 (H): 0.2022, atom 21 (H): 0.2405, atom 22 (H): 0.2356, atom 23 (H): 0.2311, atom 24 (N): -0.4587, atom 25 (N): -0.6262, atom 26 (S): 0.4665


No. 2
Below is a gas-phase ion, C9H14N3O (charge +1), with properties calculated with ωB97M-V/def2-TZVPD.

Properties
**LUMO (spin up / spin down)**: -0.1687 / -0.1687 Eh
**Frontier orbital gap (spin up / spin down)**: 0.29422 / 0.29420 Eh
**Strongest force on any atom**: 3.99 eV Å⁻¹
**Total charge**: +1
**SMILES**: CC1=C=[NH+]C[C@H](C)/C([O-])=N/[N+](C)=C\1
**Energy relative to the best compared isomer or geometry (same formula, charge and spin)**: 3.596 eV
**E**: -590.42038 hartree

CARTESIAN COORDINATES (ANGSTROEM)
C 1.5334 -0.4805 1.5880
C 1.9353 -0.8666 0.2707
C 1.0997 -0.7739 -0.7573
C -1.5857 -0.2418 0.3333
C -0.7116 0.0490 -2.0465
C -1.9291 -0.0605 -1.1044
C 3.3227 -1.4006 -0.0813
C -2.7710 1.3478 -1.3102
C -0.2226 0.3542 3.0686
N -0.3696 0.1516 0.6341
N 0.3488 0.0696 1.7359
N 0.2065 -0.9593 -1.6609
O -2.2182 -1.0160 1.0197
H 2.2115 -0.6747 2.5250
H -0.9125 -0.1836 -3.0982
H -0.4852 1.1092 -1.9953
H -2.6211 -0.9415 -1.3447
H 3.1019 -2.0719 -0.8712
H 4.2078 -0.8163 -0.4409
H 3.5588 -2.1140 0.7024
H -3.6003 1.1043 -0.6413
H -2.8201 1.4235 -2.4122
H -2.1666 2.2107 -1.0730
H -1.2648 -0.1545 3.0957
H 0.4383 0.0856 3.9181
H -0.6163 1.4319 2.9317
H -0.0110 -1.9023 -2.1415

natural (NBO) charges, unit e, in atom order: atom 1 (C): 0.0826, atom 2 (C): -0.1633, atom 3 (C): 0.5707, atom 4 (C): 0.6077, atom 5 (C): -0.2376, atom 6 (C): -0.2925, atom 7 (C): -0.6232, atom 8 (C): -0.5906, atom 9 (C): -0.4619, atom 10 (N): -0.4049, atom 11 (N): -0.0215, atom 12 (N): -0.5338, atom 13 (O): -0.5973, atom 14 (H): 0.2612, atom 15 (H): 0.2333, atom 16 (H): 0.2485, atom 17 (H): 0.2512, atom 18 (H): 0.2249, atom 19 (H): 0.2688, atom 20 (H): 0.2461, atom 21 (H): 0.2495, atom 22 (H): 0.2235, atom 23 (H): 0.2139, atom 24 (H): 0.2845, atom 25 (H): 0.2517, atom 26 (H): 0.2510, atom 27 (H): 0.4577